(1)
Below is an isolated molecule of C5H12N2O at a distorted geometry, with properties calculated with ωB97M-V/def2-TZVPD.

Calculated values
maximum force = 1.1 eV/Å
gap between HOMO and LUMO = 9.74 eV
2S+1 = 1
SMILES = C[C@H](N)C(=O)N(C)C
energy = -382.445224 Eh
energy relative to the best compared isomer or geometry (same formula, charge and spin) = 36.0 kcal/mol

Atoms and positions in Å:
O1 -0.311 0.436 1.858
C1 1.126 -1.833 0.895
H1 0.775 2.345 -1.774
N1 -0.920 2.531 0.181
N2 0.132 -1.065 0.171
H2 1.069 0.544 -1.654
C2 0.843 1.475 -1.127
C3 -1.002 -1.803 -0.394
H3 1.495 -1.281 1.760
H4 0.699 -2.749 1.325
H5 -0.128 3.063 0.528
H6 -1.224 1.003 -1.121
H7 1.690 1.548 -0.448
H8 -1.289 -1.416 -1.367
C4 -0.268 0.194 0.679
H9 1.937 -2.108 0.219
H10 -1.560 2.413 0.960
C5 -0.471 1.264 -0.376
H11 -1.910 -1.732 0.215
H12 -0.683 -2.827 -0.531



(2)
Below is a 2-piece molecular cluster, C9H11O3 overall at a distorted geometry, with properties calculated with ωB97M-V/def2-TZVPD.

Calculated values
maximum force = 5.4 eV/Å
gap between HOMO and LUMO = 6.19 eV
2S+1 = 1
energy = -575.251788 Eh
energy relative to the best compared isomer or geometry (same formula, charge and spin) = 66.9 kcal/mol
net charge = -1

Atoms and positions in Å:
O1 0.609 2.881 -0.155
H1 -1.331 -3.237 1.186
C1 -0.043 -3.162 -0.426
C2 1.595 -3.114 -2.533
O2 -1.117 4.321 -0.366
H2 2.321 -0.825 -0.951
C3 0.454 -0.596 0.133
H3 -1.102 2.227 2.073
C4 0.968 -2.504 -1.261
H4 1.316 -2.400 -3.181
C5 -0.827 3.251 1.681
C6 1.319 -1.207 -0.785
H5 -0.044 3.696 2.245
H6 -1.723 3.764 1.883
H7 -0.403 -4.148 -0.683
H8 0.617 0.336 0.509
H9 0.717 1.900 0.124
H10 1.084 -4.078 -2.608
O3 -1.144 -0.723 1.851
H11 2.642 -3.197 -2.249
C7 -0.573 3.510 0.277
C8 -0.620 -1.230 0.857
C9 -0.753 -2.594 0.560